1.
The following is a quantum chemistry calculation of a structure of composition C36H37BrF3GeIN3O7SeTi, from OMol25.

The frontier orbital gap (alpha / beta) is 0.1492 / 0.2371 Ha. Its multiplicity is 2. Its highest occupied orbital energy (alpha / beta) is -0.39 / -2.79 eV. Its net charge is -2. As for the relative energy (zero: lowest compared OMol25 entry of this formula, charge and spin): 285.5 kJ/mol. The calculated total energy is -10584.2729 hartree.

Each line ends with the Mulliken charge.
Element x y z (Å)
Ti 0.33604 -0.68921 -1.37492  -0.476
C 1.24646 -4.84857 -1.98464  -1.225
C -0.13818 -4.58105 -1.47125  0.810
N -0.76810 -5.60571 -0.87629  -0.762
C -2.00587 -5.38060 -0.42820  -0.819
C -2.70500 -4.20569 -0.58721  0.540
C -4.11661 -4.10123 -0.10426  -0.343
O -5.09344 -4.20865 -1.15411  -0.594
C -2.08413 -3.11804 -1.26424  1.075
C -2.77510 -1.93221 -1.60647  -0.878
N -2.17488 -0.97546 -2.31792  0.235
C -2.82423 0.16341 -2.67575  0.302
C -3.86711 0.76496 -1.93638  -0.154
C -4.43039 1.96717 -2.32042  -0.773
C -3.98820 2.62986 -3.46177  -0.539
C -2.97488 2.05419 -4.22191  -0.377
C -2.41913 0.84938 -3.83880  -0.120
I -0.94067 -0.04207 -5.02285  -0.040
C -0.72271 -3.32667 -1.63521  0.156
O 0.00543 -2.33476 -2.20601  -0.863
H 1.33395 -5.91149 -2.20980  0.471
H 1.99942 -4.60197 -1.23352  0.071
H 1.45812 -4.25615 -2.87485  0.283
H -2.48809 -6.20961 0.08704  0.313
H -4.26517 -3.15292 0.42767  -0.312
H -4.33681 -4.91339 0.59034  0.396
H -4.73621 -3.72477 -1.90766  0.444
H -3.82694 -1.83865 -1.32570  0.493
H -4.18241 0.28848 -1.01585  0.117
H -5.21001 2.40665 -1.70764  0.346
H -4.41865 3.57788 -3.75902  0.349
H -2.61948 2.54339 -5.12026  0.396
O 3.35527 -2.89730 0.30154  -0.716
C 2.68594 -2.20802 -0.45168  -0.172
O 1.58131 -1.61632 -0.12595  -0.185
H 3.00614 -2.04555 -1.49494  0.454
F -5.24912 1.22629 6.27988  -0.271
C -5.52614 1.72154 5.04781  0.937
F -6.79474 1.35036 4.78157  -0.286
F -5.54274 3.06408 5.19514  -0.278
C -4.55522 1.26612 4.01381  0.322
C -4.83988 0.16507 3.21522  -0.655
C -3.91374 -0.27631 2.28943  -0.270
C -2.68218 0.37395 2.13620  0.003
C -2.41079 1.48237 2.95248  -0.433
C -3.33526 1.92241 3.87919  -1.057
C -1.73642 -0.06411 1.17237  0.313
C -0.92571 -0.44393 0.34883  -0.075
H -5.78827 -0.34600 3.31584  0.408
H -4.12798 -1.13297 1.66376  0.399
H -1.46255 1.99087 2.83544  0.631
H -3.11297 2.78202 4.49874  0.369
Br 1.50767 4.06912 -6.11572  -0.204
C 2.47930 3.53392 -4.57522  -0.015
C 3.55390 4.29924 -4.15415  -0.193
N 4.27233 3.99332 -3.07716  -0.663
C 3.91502 2.91187 -2.38738  -0.161
C 2.86389 2.08155 -2.75237  0.153
C 2.12222 2.39321 -3.88212  -0.202
C 2.47166 0.90081 -1.90514  0.936
O 2.54359 1.01396 -0.68258  -0.279
O 2.00130 -0.12311 -2.52304  -0.797
H 3.83814 5.18929 -4.70420  0.351
H 4.48314 2.68334 -1.49276  0.599
H 1.29499 1.76010 -4.17992  0.048
C 5.51364 -0.11178 0.41458  -0.700
Ge 4.91817 0.33465 2.22156  0.669
C 4.57893 2.26391 2.34790  -1.147
C 6.40569 -0.10672 3.45095  -1.361
C 3.34947 -0.69882 2.79874  -0.997
Se 1.61976 0.18730 2.61535  0.402
C 1.63206 1.04993 4.36752  -0.987
H 6.48652 0.34858 0.22609  0.394
H 4.79198 0.25810 -0.31166  -0.131
H 5.59207 -1.19251 0.29773  0.339
H 5.42360 2.82202 1.93871  0.402
H 4.42892 2.57481 3.38337  0.351
H 3.68396 2.50341 1.77265  0.256
H 7.30064 0.46570 3.19968  0.364
H 6.64685 -1.16904 3.38383  0.384
H 6.13176 0.11533 4.48439  0.352
H 3.45278 -0.96386 3.85306  0.474
H 3.28078 -1.61875 2.21599  0.305
H 2.44332 1.77187 4.46175  0.242
H 1.70792 0.30602 5.16047  0.307
H 0.68147 1.57330 4.46896  0.240
C -0.46773 2.23564 -1.09926  -0.937
O -0.24370 1.03045 -1.76073  0.691
H 0.08418 2.28509 -0.15375  0.070
H -1.53795 2.35606 -0.88984  0.263
H -0.14423 3.07165 -1.73310  0.225

---

2.
The following is a quantum chemistry calculation of a structure of composition C36H37BrIN5O2SSiTc, from OMol25.

The frontier orbital gap (alpha / beta) is 0.2335 / 0.2381 Ha. Its multiplicity is 2. Its highest occupied orbital energy (alpha / beta) is -6.57 / -6.74 eV. Its net charge is 0. As for the relative energy (zero: lowest compared OMol25 entry of this formula, charge and spin): 0.0 kJ/mol. The calculated total energy is -5458.5952 hartree.

Each line ends with the Mulliken charge.
Element x y z (Å)
Tc -0.90799 -0.74672 -0.44437  -0.776
C 1.23752 3.65583 3.00026  -0.656
C 0.28272 4.02229 1.87362  -0.720
N -0.77730 3.04615 1.69071  0.129
C -0.62118 1.88654 1.02882  -0.201
S -2.05991 0.92293 0.80149  -0.367
N 0.60002 1.58052 0.64016  -1.404
N 0.67595 0.38342 -0.02070  2.542
C 1.87532 -0.01690 -0.37096  0.047
C 3.12376 0.76689 -0.12497  -1.725
C 1.88962 -1.26146 -1.10612  0.609
C 3.05930 -1.83284 -1.61751  -1.147
C 2.98406 -2.99512 -2.35257  -0.616
C 1.73962 -3.57991 -2.57470  -0.934
C 0.62561 -2.97545 -2.03525  -0.543
N 0.68354 -1.85150 -1.30965  1.055
H 2.01526 4.41541 3.10090  0.464
H 1.71028 2.69682 2.79012  -0.074
H 0.70446 3.57578 3.94843  0.234
H 0.83023 4.11751 0.93389  0.213
H -0.19720 4.98012 2.07765  0.535
H -1.71474 3.26576 1.98006  0.296
H 2.92721 1.55449 0.59562  0.204
H 3.48606 1.22599 -1.05026  0.257
H 3.91922 0.12639 0.25984  0.485
H 4.00886 -1.34670 -1.44597  0.473
H 3.88124 -3.44256 -2.75972  0.450
H 1.63445 -4.48379 -3.15715  0.461
H -0.36488 -3.38487 -2.18646  0.466
I -0.53684 -2.24049 1.91211  0.227
C 1.06119 -1.25354 2.87385  -0.386
C 2.28120 -1.62332 2.37527  -0.429
C 3.47391 -1.06337 2.87218  -1.024
C 3.41361 -0.14407 3.87131  -0.828
C 2.17208 0.24524 4.42975  0.603
C 2.16627 1.16575 5.50467  -0.903
C 0.99883 1.53417 6.09917  -0.987
C -0.21607 1.00557 5.63198  -0.331
C -0.23887 0.13683 4.57934  0.757
C 0.95231 -0.29869 3.93074  0.832
H 2.33372 -2.36660 1.59115  0.616
H 4.42366 -1.37538 2.45807  0.461
H 4.31577 0.29992 4.27376  0.391
H 3.11488 1.56128 5.84545  0.377
H 0.99262 2.22722 6.92968  0.409
H -1.14576 1.28646 6.10232  0.497
C -1.07988 2.87501 -2.49669  -0.590
Si -0.87078 1.17998 -3.26995  -0.479
C 0.95709 0.85832 -3.51761  -0.775
C -1.67636 1.16166 -4.96911  -1.190
N -1.52476 -0.06909 -2.26578  0.559
C -2.84255 -0.45410 -2.16995  0.702
C -3.08589 -1.60853 -1.39774  0.115
C -4.37151 -2.02905 -1.08634  -0.484
C -5.46061 -1.33824 -1.59031  -0.578
C -5.23964 -0.20317 -2.36876  -0.866
C -3.96300 0.25183 -2.64001  -0.183
H -0.78979 3.67133 -3.18740  0.498
H -0.46330 2.96042 -1.59817  -0.055
H -2.11891 3.03949 -2.20073  0.261
H 1.34842 1.53481 -4.28210  0.571
H 1.14420 -0.16707 -3.84628  0.218
H 1.52015 1.03642 -2.60128  -0.033
H -1.02979 1.67351 -5.68669  0.391
H -2.64516 1.66198 -4.99045  0.350
H -1.82170 0.13778 -5.32113  0.357
H -2.22907 -2.25792 -1.12414  -0.029
H -4.51730 -2.91069 -0.47308  0.447
H -6.46827 -1.67498 -1.38660  0.441
H -6.08741 0.34994 -2.75557  0.380
H -3.82437 1.16975 -3.19507  0.203
Br -7.42912 -2.91286 2.23551  -0.170
C -5.90163 -1.91954 2.75033  0.048
C -4.84762 -2.57914 3.36043  -0.772
C -3.73487 -1.85125 3.74998  -0.152
C -3.69258 -0.47734 3.54270  0.254
C -4.75929 0.16762 2.92726  -0.456
C -5.86740 -0.55327 2.51812  -0.500
C -2.54042 0.34962 3.98576  0.540
O -2.56744 1.53491 4.15376  -0.640
O -1.43441 -0.43099 4.18015  -0.288
H -4.89863 -3.64518 3.53192  0.447
H -2.90298 -2.35137 4.22467  0.577
H -4.70012 1.23424 2.76010  0.400
H -6.69496 -0.06316 2.02555  0.438